[1]
9
Properties=species:S:1:pos:R:3:forces:R:3 method="wB97M-V/def2-TZVPD" charge=-1 spin_multiplicity=1 e_above_lowest_kcal_mol=58.4
O -0.3089 -0.9790 1.0825 2.12 0.05 -0.71
C -0.0423 -1.1511 -0.1740 -2.02 -1.03 2.09
N 0.9608 -1.6728 -0.8311 -0.90 -0.23 -0.62
C 0.0028 1.6781 0.5850 -3.07 3.15 -2.46
O 0.0883 2.6347 -0.2397 -0.32 -3.06 2.74
H -1.0237 -0.9449 -0.6156 -0.20 0.13 -1.75
H 0.5127 -1.9487 -1.7484 0.99 0.77 0.95
H -1.0069 1.2468 1.0026 1.55 1.06 -0.84
H 0.8172 1.1368 0.9388 1.86 -0.84 0.59


[2]
9
Properties=species:S:1:pos:R:3:forces:R:3 method="wB97M-V/def2-TZVPD" charge=-1 smiles="NCC(=O)[O-]" spin_multiplicity=1 e_above_lowest_kcal_mol=3.7
O 1.5581 0.4622 0.6881 0.10 0.26 0.37
C 0.4152 0.0235 0.4631 0.11 -1.03 -0.50
O -0.2942 -0.7647 1.1382 0.09 0.41 0.15
C -0.1467 0.4130 -0.9306 -0.24 -0.20 0.63
N -1.4809 -0.0965 -1.1784 -0.79 0.25 -0.14
H -0.1140 1.4850 -0.9512 -0.17 0.82 -0.11
H 0.5539 0.0976 -1.6827 0.43 -0.35 -0.33
H -1.7922 -0.5810 -0.3389 0.30 0.02 0.07
H -1.5152 -0.7610 -1.9316 0.17 -0.17 -0.14


[3]
9
Properties=species:S:1:pos:R:3:forces:R:3 method="wB97M-V/def2-TZVPD" charge=-1 spin_multiplicity=1 e_above_lowest_kcal_mol=43.1
O 1.6296 -0.1767 1.1607 0.43 -0.59 -0.04
C 1.3649 0.0082 -0.0541 -0.42 0.98 0.62
N 0.7357 -0.7339 -0.9363 1.07 -0.13 -0.50
C -1.4944 0.3695 0.1943 -1.16 0.16 -0.05
O -2.4648 -0.3474 0.1103 -0.16 -0.27 -0.09
H 1.5963 1.0570 -0.3739 -0.23 -0.09 -0.40
H 0.8886 -1.7046 -0.6483 -0.74 0.01 0.33
H -0.8399 0.3096 1.0537 0.67 -0.01 0.14
H -1.4161 1.2183 -0.5065 0.55 -0.06 -0.02


[4]
9
Properties=species:S:1:pos:R:3:forces:R:3 method="wB97M-V/def2-TZVPD" charge=-1 spin_multiplicity=1 e_above_lowest_kcal_mol=41.6
C -0.9900 1.1595 -0.5934 1.60 -2.46 -0.45
C 0.8157 -0.6320 0.5581 -0.44 0.35 1.69
N 0.0850 -0.4834 -0.6305 -3.14 -0.43 -2.90
O -1.4411 1.2599 0.4836 -1.13 0.25 3.33
O -1.0100 1.6932 -1.6444 0.35 0.72 -2.49
H 1.3764 -1.5190 0.8795 -0.23 -0.79 -0.86
H 1.5698 0.0809 0.3318 1.23 0.96 0.93
H 0.2852 -0.3717 1.5184 0.11 0.26 -0.52
H -0.6911 -1.1874 -0.9032 1.64 1.14 1.28


One value per record, in order, for HOMO-LUMO gap: 0.287 0.310 0.291 0.273 Ha.
One value per record, in order, for electronic energy: -283.81797 -283.90512 -283.84238 -283.84465 Eh.